No. 1
86
Properties=species:S:1:pos:R:3 method="wB97M-V/def2-TZVPD" charge=-1 energy_ha=-5655.01767 multiplicity=3 homo_energy_ev="-2.601 / -4.715" gap_ev="5.09 / 7.03"
Ti -0.5525 -0.1128 -0.8252
C -2.8990 3.0569 1.6693
N -1.5830 2.5023 1.4086
C -0.5806 3.5396 1.2573
C -1.2685 1.4528 2.3278
C -0.7347 1.7296 3.5798
C -0.4671 0.7213 4.4939
C -0.7481 -0.5909 4.1403
C -1.2698 -0.8761 2.8899
C -1.5341 0.1270 1.9516
N -1.9425 -0.1880 0.6411
C -2.9849 -1.0750 0.4668
C -3.9547 -1.3408 1.4570
C -4.9890 -2.2331 1.2516
C -5.1260 -2.8944 0.0373
C -4.2153 -2.6108 -0.9677
C -3.1728 -1.7180 -0.7758
N -2.2611 -1.4116 -1.8732
C -1.6589 -2.6291 -2.4470
C -2.9701 -0.7077 -2.9547
H -2.9379 3.6182 2.6185
H -3.1751 3.7318 0.8557
H -3.6351 2.2524 1.7196
H -0.5043 4.2052 2.1333
H 0.3893 3.0813 1.0688
H -0.8501 4.1525 0.3935
H -0.5151 2.7585 3.8391
H -0.0361 0.9562 5.4594
H -0.5478 -1.3998 4.8332
H -1.4423 -1.9067 2.6048
H -3.8777 -0.8199 2.4020
H -5.7015 -2.4093 2.0490
H -5.9253 -3.6047 -0.1274
H -4.3213 -3.0968 -1.9308
H -2.3839 -3.1706 -3.0656
H -0.8104 -2.3469 -3.0725
H -1.3068 -3.2778 -1.6521
H -3.7060 -1.3670 -3.4306
H -3.4857 0.1655 -2.5665
H -2.2454 -0.3838 -3.7038
Br 5.3208 -4.4649 -2.0584
C 3.6774 -3.6171 -1.5891
C 2.8614 -4.2042 -0.6299
C 1.6741 -3.5749 -0.2971
C 1.2886 -2.3700 -0.8874
O 0.1575 -1.7979 -0.5333
C 2.1204 -1.7880 -1.8856
C 1.8032 -0.5777 -2.5885
N 0.6955 0.1379 -2.4256
C 0.4751 1.2988 -3.1596
C 1.2643 1.7851 -4.2119
C 0.8846 2.9426 -4.8787
C -0.2689 3.6301 -4.5419
C -1.0873 3.1740 -3.4880
C -2.2950 3.7899 -3.0936
C -3.0263 3.2318 -2.0495
C -2.5560 2.1219 -1.3861
N -1.3853 1.5120 -1.7091
C -0.6855 2.0116 -2.7763
C 3.3232 -2.4430 -2.2085
H 3.1523 -5.1287 -0.1514
H 1.0252 -3.9942 0.4619
H 2.5550 -0.2348 -3.2925
H 2.1591 1.2654 -4.5225
H 1.5053 3.3079 -5.6885
H -0.5562 4.5222 -5.0851
H -2.6412 4.6768 -3.6092
H -3.9678 3.6660 -1.7375
H -3.0901 1.6932 -0.5512
H 3.9719 -2.0081 -2.9591
F 7.2967 0.3762 4.5169
C 6.6032 -0.7548 4.2444
F 6.3019 -1.3014 5.4374
F 7.4788 -1.5863 3.6469
C 5.3944 -0.4937 3.4048
C 5.5318 -0.3684 2.0275
C 4.4284 -0.0810 1.2465
C 3.1646 0.0847 1.8253
C 3.0425 -0.0506 3.2132
C 4.1476 -0.3329 3.9961
C 2.0180 0.3547 1.0177
C 1.0348 0.5814 0.3312
H 6.5030 -0.5055 1.5697
H 4.5254 0.0053 0.1723
H 2.0633 0.0669 3.6595
H 4.0416 -0.4375 5.0676


No. 2
93
Properties=species:S:1:pos:R:3 method="wB97M-V/def2-TZVPD" charge=0 energy_ha=-3106.77827 homo_energy_ev=-6.928 gap_ev=6.04
Cd -0.9834 -1.1463 0.4612
C -4.0898 0.8184 3.2667
O -3.1628 0.8113 4.3273
C -2.3464 -0.2982 4.4950
C -2.0110 -0.5952 5.7974
C -1.1580 -1.6550 6.0893
C -0.6759 -2.4312 5.0662
C -0.9901 -2.1686 3.7226
C -0.4433 -3.0703 2.7418
N -0.4793 -2.8991 1.4639
N 0.0413 -3.8698 0.6490
C 0.0072 -3.5554 -0.6282
O -0.3719 -2.4467 -1.1305
C 0.4521 -4.5891 -1.6064
C -0.1654 -4.6018 -2.8563
C 0.2448 -5.4838 -3.8371
C 1.2895 -6.3558 -3.5830
C 1.9200 -6.3401 -2.3506
C 1.4988 -5.4706 -1.3591
C -1.8194 -1.0475 3.3950
O -2.1141 -0.7014 2.1852
H -4.7903 1.6244 3.4959
H -4.6369 -0.1284 3.2038
H -3.6020 1.0099 2.3069
H -2.4199 0.0299 6.5777
H -0.8988 -1.8671 7.1142
H -0.0127 -3.2539 5.2939
H 0.0362 -3.9759 3.1310
H -0.9724 -3.9075 -3.0424
H -0.2393 -5.4881 -4.8034
H 1.6143 -7.0468 -4.3455
H 2.7519 -7.0053 -2.1696
H 1.9859 -5.4554 -0.3965
C 1.2288 3.0893 3.7106
N 1.0544 1.7932 3.1095
C 0.4471 1.4696 1.9605
N 0.6709 0.2039 1.6745
C 1.4380 -0.2188 2.7045
N 1.6953 0.7204 3.5792
C 2.5640 3.6541 3.2851
C 3.4732 4.1604 4.2014
C 4.7031 4.6389 3.7754
C 5.0451 4.6094 2.4381
C 4.1370 4.0954 1.5125
C 2.8999 3.6286 1.9411
C 4.4885 4.0080 0.1136
N 5.5653 4.4651 -0.4560
N 5.5116 4.1245 -1.7477
C 4.4032 3.4684 -1.9323
O 3.6954 3.3653 -0.7801
C 3.9451 2.8640 -3.1619
C 4.7621 2.8638 -4.2901
C 4.3202 2.2408 -5.4413
C 3.0798 1.6264 -5.4775
C 2.2526 1.6375 -4.3596
C 0.8885 0.9902 -4.4338
N 0.2262 0.9232 -3.1612
C 0.4886 0.1436 -2.1028
N -0.3139 0.4641 -1.1094
C -1.0683 1.4631 -1.6135
N -0.7590 1.7703 -2.8486
C 2.6915 2.2596 -3.2054
H 1.1803 2.9787 4.7950
H 0.4152 3.7392 3.3759
H -0.1326 2.1508 1.3708
H 1.8074 -1.2222 2.7930
H 3.2242 4.1762 5.2506
H 5.4045 5.0233 4.4986
H 6.0019 4.9622 2.0901
H 2.2109 3.2305 1.2108
H 5.7252 3.3444 -4.2393
H 4.9468 2.2319 -6.3188
H 2.7522 1.1350 -6.3806
H 0.9791 -0.0199 -4.8436
H 0.2414 1.5802 -5.0896
H 1.2228 -0.6358 -2.0830
H -1.8481 1.9531 -1.0611
H 2.0768 2.2900 -2.3195
N -8.1148 -0.8246 -1.7091
C -7.0059 -0.8671 -2.4686
S -7.1636 -0.7668 -4.1084
C -5.6910 -0.9900 -1.8295
C -4.5348 -1.0058 -2.6172
C -3.2958 -1.0735 -2.0082
N -3.1393 -1.1271 -0.6896
C -4.2299 -1.1598 0.0661
C -5.5153 -1.0933 -0.4459
H -8.9976 -0.7089 -2.1796
H -8.1060 -0.8721 -0.7054
H -4.6251 -0.9554 -3.6919
H -2.3838 -1.0901 -2.5917
H -4.0482 -1.2223 1.1308
H -6.3502 -1.1223 0.2389


No. 3
88
Properties=species:S:1:pos:R:3 method="wB97M-V/def2-TZVPD" charge=-2 energy_ha=-6053.22420 multiplicity=3 homo_energy_ev="-0.679 / -1.813" gap_ev="4.59 / 5.72"
Ti -1.3125 -0.8636 -0.4181
C -1.5340 2.2825 -5.3229
C -1.9465 1.4957 -4.1112
C -3.2976 1.2535 -3.8177
C -3.6678 0.5215 -2.7080
C -2.6792 0.0177 -1.8499
Br -3.1396 -1.6330 1.2329
N -1.4057 0.2924 -2.1580
C -1.0172 0.9830 -3.2323
H -2.4050 2.7273 -5.8064
H -1.0280 1.6548 -6.0605
H -0.8519 3.0934 -5.0596
H -4.0530 1.6589 -4.4855
H -4.7125 0.3330 -2.4931
H 0.0509 1.1261 -3.3661
Cl -4.3661 6.7957 -1.1505
C -3.3259 5.4245 -0.8045
C -3.8219 4.3488 -0.0628
C -3.0125 3.2799 0.2187
C -1.6520 3.2445 -0.2213
C -1.1963 4.3458 -1.0060
C -2.0193 5.4118 -1.2853
C -0.8867 2.1105 0.0873
O -1.2578 1.0585 0.6479
O 0.4568 2.1014 -0.3981
H -4.8494 4.3585 0.2782
H -3.3909 2.4261 0.7656
H -0.1985 4.3516 -1.4289
H -1.6561 6.2331 -1.8900
O 1.4344 3.8688 0.9935
B 1.4142 2.9573 -0.0756
O 2.6280 3.0214 -0.7930
C 3.3703 3.9668 -0.1522
C 4.6399 4.4096 -0.4473
C 5.1753 5.4047 0.3762
C 4.4545 5.9195 1.4428
C 3.1668 5.4623 1.7368
C 2.6484 4.4819 0.9218
H 5.1897 3.9961 -1.2815
H 6.1714 5.7791 0.1783
H 4.8979 6.6895 2.0611
H 2.5942 5.8548 2.5656
C 6.3825 -2.9349 -0.7428
C 4.9564 -2.8728 -0.2664
C 4.0919 -3.9382 -0.4555
C 2.7593 -3.8852 -0.0536
C 1.8891 -5.0869 -0.3031
C 2.2730 -2.7114 0.5317
C 3.1333 -1.6246 0.7445
C 2.6826 -0.3297 1.3706
C 4.4631 -1.7300 0.3518
C 0.7883 -2.6261 0.8713
O 0.2029 -3.5985 1.3142
O 0.2892 -1.4598 0.6354
H 6.5225 -2.3334 -1.6451
H 6.6735 -3.9588 -0.9821
H 7.0732 -2.5536 0.0128
H 4.4523 -4.8380 -0.9450
H 2.4190 -5.7941 -0.9436
H 0.9570 -4.8043 -0.7901
H 1.6095 -5.5745 0.6307
H 2.1072 0.2623 0.6584
H 3.5543 0.2434 1.6951
H 2.0194 -0.4882 2.2197
H 5.1243 -0.8850 0.5226
C 2.6658 -2.7387 -3.9835
C 2.4242 -1.7180 -3.0713
C 1.2230 -1.6314 -2.3942
C 0.1891 -2.5790 -2.5765
C 0.4542 -3.6019 -3.5171
C 1.6581 -3.6742 -4.1921
N -0.9561 -2.5156 -1.8235
C -2.1134 -3.0890 -2.3688
C -2.9646 -3.8486 -1.5571
C -4.1556 -4.3512 -2.0534
C -4.5318 -4.1234 -3.3716
C -3.6967 -3.3676 -4.1858
C -2.5094 -2.8546 -3.6940
H 3.6117 -2.8088 -4.5068
H 3.1869 -0.9735 -2.8675
H 1.0866 -0.8255 -1.6830
H -0.2969 -4.3619 -3.6925
H 1.8148 -4.4927 -4.8884
H -2.6805 -4.0003 -0.5240
H -4.8003 -4.9208 -1.3933
H -5.4684 -4.5140 -3.7529
H -3.9814 -3.1566 -5.2116
H -1.8764 -2.2443 -4.3285


Across the entries above, relative energy (zero: lowest compared OMol25 entry of this formula, charge and spin) takes the values 2.6 110.2 0.0 kJ/mol, respectively.